Entry 1:
# C19H22BrClFNO4

The molecule C19H22BrClFNO4 (the ωB97M-V functional and the def2-TZVPD basis, OMol25).

The HOMO-LUMO gap comes out at 8.98 eV. The calculation puts the LUMO energy at -0.79 eV. As for the HOMO energy: -9.8 eV. The SMILES is CCCCCc1c(Br)c(C[C@H](C)Cl)c2c(c1COC(C)=O)C(=O)N(F)C2=O.

Structure (ORCA input):
```
! wB97M-V def2-TZVPD RIJCOSX def2/J DEFGRID3
* xyz 0 1
C 0.24 -1.95 2.07
C -0.04 -2.81 0.82
C 1.18 -3.04 -0.11
C 0.85 -2.75 -1.59
C 1.10 -1.30 -2.01
C 0.26 -0.28 -1.30
C -1.11 -0.12 -1.60
Br -1.86 -1.24 -2.95
C -1.95 0.80 -0.96
C -3.41 0.96 -1.29
C -4.37 0.43 -0.20
C -3.73 -0.43 0.89
Cl -5.67 -0.54 -1.00
C -1.36 1.60 0.02
C -0.02 1.46 0.34
C 0.82 0.56 -0.30
C 2.29 0.50 0.07
O 2.80 1.83 0.23
C 3.97 2.05 -0.44
C 5.18 2.12 0.44
O 3.99 2.19 -1.62
C 0.24 2.42 1.47
O 1.09 2.45 2.28
N -0.90 3.30 1.52
F -0.64 4.60 1.12
C -1.98 2.68 0.83
O -3.13 2.96 0.93
H -0.45 -1.11 2.10
H 0.06 -2.52 2.98
H 1.26 -1.59 2.06
H -0.37 -3.78 1.17
H -0.87 -2.40 0.25
H 1.46 -4.09 -0.05
H 2.05 -2.47 0.21
H 1.48 -3.40 -2.20
H -0.17 -3.08 -1.75
H 0.93 -1.20 -3.08
H 2.15 -1.11 -1.85
H -3.67 0.49 -2.22
H -3.61 2.02 -1.42
H -4.88 1.25 0.28
H -3.43 0.19 1.73
H -4.50 -1.10 1.27
H -2.93 -1.06 0.53
H 2.41 -0.02 1.02
H 2.86 0.01 -0.70
H 5.01 2.89 1.19
H 5.31 1.19 0.97
H 6.04 2.41 -0.15
*
```



Entry 2:
# C9H12ClN4PdS

A structure of composition C9H12ClN4PdS (the ωB97M-V functional and the def2-TZVPD basis, OMol25).

The HOMO-LUMO gap comes out at 7.50 eV. Its energy relative to the best compared isomer or geometry (same formula, charge and spin) is 1.0850 eV. The calculation puts the LUMO energy at -3.78 eV. As for the HOMO energy: -11.3 eV.

Structure (ORCA input):
```
! wB97M-V def2-TZVPD RIJCOSX def2/J DEFGRID3
* xyz 1 1
Pd -1.18 0.90 1.07
C 2.22 -0.52 -1.57
C 0.95 -0.30 -0.80
N 0.43 0.83 -0.53
N 0.89 2.01 -0.97
C 0.24 3.14 -0.61
N 0.78 4.29 -1.01
S -1.24 3.16 0.22
C 0.15 -1.46 -0.34
C 0.58 -2.78 -0.48
C -0.27 -3.80 -0.11
C -1.54 -3.50 0.35
C -1.89 -2.17 0.48
N -1.06 -1.18 0.17
H 2.68 0.42 -1.89
H 2.03 -1.13 -2.45
H 2.94 -1.04 -0.94
H 1.72 2.06 -1.54
H 1.66 4.36 -1.50
H 0.31 5.14 -0.75
H 1.56 -3.00 -0.88
H 0.05 -4.83 -0.18
H -2.24 -4.28 0.61
H -2.86 -1.88 0.86
Cl -1.67 -0.13 3.33
C -1.67 1.57 2.94
H -0.89 2.10 3.47
H -2.66 2.00 3.05
*
```



Entry 3:
# C9H10N2O3S

The molecule C9H10N2O3S (the ωB97M-V functional and the def2-TZVPD basis, OMol25).

The HOMO-LUMO gap (spin up / spin down) comes out at 7.50 / 7.23 eV. Its energy relative to the best compared isomer or geometry (same formula, charge and spin) is 3.1967 eV. The calculation puts the LUMO energy (spin up / spin down) at 0.65 / -2.01 eV. As for the HOMO energy (spin up / spin down): -6.8 / -9.2 eV.

Structure (ORCA input):
```
! wB97M-V def2-TZVPD RIJCOSX def2/J DEFGRID3
* xyz 0 3
C -1.53 1.65 -1.59
C -0.29 1.73 -0.80
C -2.55 1.39 -0.80
C -0.54 1.34 0.49
C 2.49 0.70 -0.01
C -0.50 -2.01 1.23
C 1.93 -0.44 -0.78
C 0.48 1.22 1.48
C -1.33 -2.66 0.10
N 1.78 1.27 1.09
N 0.60 -1.30 0.82
O 3.63 1.01 -0.14
O -0.81 -2.16 2.38
O 0.67 -1.05 -0.56
S -2.17 0.86 0.79
H -1.49 1.74 -2.68
H 0.63 2.17 -1.18
H -3.54 1.44 -1.03
H 1.81 -0.10 -1.91
H 2.57 -1.29 -0.59
H 0.14 1.09 2.43
H -0.58 -2.76 -0.72
H -2.09 -1.96 -0.25
H -1.72 -3.72 0.49
H 2.41 1.84 1.74
*
```



Entry 4:
# C45H45N9O3STa

A structure of composition C45H45N9O3STa (the ωB97M-V functional and the def2-TZVPD basis, OMol25).

The HOMO-LUMO gap comes out at 6.69 eV. Its energy relative to the best compared isomer or geometry (same formula, charge and spin) is 2.3345 eV. The calculation puts the LUMO energy at -2.52 eV. As for the HOMO energy: -9.2 eV.

Structure (ORCA input):
```
! wB97M-V def2-TZVPD RIJCOSX def2/J DEFGRID3
* xyz 1 1
Ta 0.02 0.28 -0.79
C 4.55 1.07 5.68
C 3.81 0.72 4.42
C 3.91 -0.52 3.82
C 3.23 -0.81 2.66
C 2.31 0.06 2.00
N 1.55 -0.43 0.92
C 1.88 -1.78 0.60
C 1.51 -2.89 1.38
C 1.74 -4.19 0.95
C 2.33 -4.45 -0.29
C 2.50 -5.86 -0.78
C 2.70 -3.37 -1.07
C 2.50 -2.08 -0.61
N 2.94 -1.00 -1.42
C 4.11 -0.95 -2.08
C 4.19 0.27 -2.70
C 3.00 0.92 -2.36
N 2.24 0.15 -1.58
C 2.37 1.37 2.54
C 3.08 1.65 3.72
N 1.92 2.59 1.90
C 1.70 3.73 2.59
C 1.97 4.80 1.77
C 2.34 4.19 0.55
N 2.32 2.86 0.64
H 4.59 0.23 6.37
H 5.58 1.36 5.47
H 4.08 1.91 6.20
H 4.55 -1.29 4.25
H 3.42 -1.77 2.22
H 0.95 -1.84 2.88
H 1.44 -5.00 1.60
H 2.51 -6.57 0.05
H 1.67 -6.14 -1.44
H 3.43 -5.98 -1.34
H 3.14 -3.53 -2.05
H 4.80 -1.77 -2.02
H 5.00 0.65 -3.30
H 2.66 1.89 -2.64
H 3.11 2.68 4.06
H 1.38 3.70 3.62
H 1.89 5.84 2.00
H 2.63 4.67 -0.37
O -0.36 -1.98 -0.72
S -1.23 -2.08 0.54
O 0.88 -2.76 2.58
N -1.58 -0.49 0.52
C -2.19 0.07 1.65
C -3.04 -0.60 2.49
C -3.67 0.07 3.56
C -3.50 1.41 3.75
C -2.63 2.13 2.89
C -2.47 3.53 2.97
C -1.64 4.15 2.08
C -0.92 3.37 1.17
N -1.00 2.06 1.09
C -1.92 1.45 1.89
C -2.68 -2.95 0.02
C -3.00 -4.12 0.69
C -4.10 -4.85 0.26
C -4.86 -4.40 -0.81
C -4.52 -3.22 -1.47
C -3.43 -2.49 -1.06
H -3.27 -1.65 2.33
H -4.34 -0.48 4.21
H -4.03 1.94 4.53
H -3.02 4.10 3.71
H -1.50 5.22 2.09
H -0.23 3.86 0.50
H -2.40 -4.45 1.52
H -4.37 -5.76 0.77
H -5.72 -4.97 -1.14
H -5.12 -2.88 -2.31
H -3.14 -1.57 -1.55
O 0.72 2.28 -1.58
C -0.08 3.20 -2.31
C -1.53 2.96 -2.03
C -2.52 3.89 -2.32
C -3.83 3.56 -2.06
C -4.12 2.31 -1.53
C -3.08 1.45 -1.26
N -1.80 1.78 -1.51
H 1.12 2.67 -0.77
H 0.12 3.02 -3.36
H 0.22 4.22 -2.09
H -2.25 4.86 -2.74
H -4.63 4.27 -2.27
H -5.14 2.01 -1.31
H -3.24 0.48 -0.83
C -0.26 -2.10 -3.95
C -0.55 -0.61 -3.81
C -2.00 -0.30 -4.19
C 0.39 0.18 -4.73
N -0.30 -0.16 -2.45
H -0.55 -2.45 -4.94
H -0.80 -2.68 -3.19
H 0.81 -2.30 -3.81
H -2.20 -0.64 -5.21
H -2.20 0.77 -4.13
H -2.69 -0.82 -3.52
H 0.29 -0.16 -5.76
H 1.43 0.04 -4.42
H 0.15 1.25 -4.70
*
```



Quick rundown of largest force on an atom, same order as above: 1.21; 3.53; 4.02; 1.64 eV/A
Quick rundown of DFT total energy, same order as above: -115020.2756; -42318.9978; -29447.4254; -79331.7925 eV